Record 1
This record from the OMol25 dataset describes a single C3H5N5O molecule. The level of theory is ωB97M-V/def2-TZVPD.

The geometry in XYZ format:
```
14
Properties=species:S:1:pos:R:3:forces:R:3:nbo_charge:R:1
O -0.190 -1.785 -0.226 -0.889 -0.405 0.518 -0.406
N -0.924 -1.585 1.954 -0.629 -0.348 0.116 -0.685
N -0.694 2.843 -0.233 1.007 -0.037 -1.006 -0.636
N -0.209 0.338 0.783 0.299 -0.335 1.485 -0.475
N 0.403 0.766 -0.395 0.143 -1.413 0.051 -0.308
N 0.888 -1.460 -1.076 0.220 2.109 0.508 -0.119
C 0.163 2.076 -0.771 -0.594 0.859 -0.433 0.269
C 1.098 -0.183 -1.114 -0.746 -1.006 -0.201 0.192
C -0.503 -1.038 0.916 1.127 -0.761 -1.784 0.658
H -1.198 2.329 0.465 -0.382 -0.211 0.701 0.350
H -1.061 -2.614 1.847 0.406 1.179 -0.037 0.381
H 1.788 0.178 -1.837 0.633 0.168 -0.433 0.207
H 0.770 2.392 -1.634 -0.179 -0.086 0.440 0.181
H 0.427 0.553 1.553 -0.416 0.287 0.076 0.390
```
Forces are in eV/Å.

The calculated total energy comes out at -12686.645 eV. Its orbital gap is 10.100 eV. The HOMO energy comes out at -9.529 eV. For the energy relative to the best compared isomer or geometry (same formula, charge and spin), the calculation gives 61.1 kcal/mol. The charge is 0. The SMILES is [H]/N=C\N1C=NO/C(=N\[H])N1.

=====

Record 2
This record from the OMol25 dataset describes a single ClFH2NOP molecule. The level of theory is ωB97M-V/def2-TZVPD.

The geometry in XYZ format:
```
7
Properties=species:S:1:pos:R:3:forces:R:3:nbo_charge:R:1
Cl -1.754 -0.166 -1.240 -3.015 1.197 -1.491 -0.221
P -0.135 -0.213 -0.225 2.762 -5.688 -4.224 1.636
F 0.685 -1.889 -0.916 0.099 0.823 0.212 -0.599
O 0.841 0.881 -0.794 0.135 0.858 -0.218 -0.938
N -0.055 0.210 1.273 1.100 3.531 4.397 -0.746
H -0.675 -0.194 1.896 -1.536 -1.145 1.666 0.360
H 1.093 1.371 0.005 0.454 0.423 -0.343 0.507
```
Forces are in eV/Å.

The calculated total energy comes out at -28095.302 eV. Its orbital gap (spin up / spin down) is 7.354 / 7.637 eV. The HOMO energy (spin up / spin down) comes out at -6.596 / -11.741 eV. As for the expectation value of S²: 2.01. The multiplicity is 3. For the energy relative to the best compared isomer or geometry (same formula, charge and spin), the calculation gives 45.4 kcal/mol. The charge is 0.

=====

Record 3
This record from the OMol25 dataset describes a molecular structure, C33H39IN5ORuSeTe. The level of theory is ωB97M-V/def2-TZVPD.

The geometry in XYZ format:
```
82
Properties=species:S:1:pos:R:3:forces:R:3:mulliken_charge:R:1
I -3.155 0.952 5.213 0.264 0.088 0.126 0.181
Te -2.776 -1.492 -2.739 -0.199 -0.142 0.557 1.036
Ru 1.995 -1.132 3.338 -1.608 -1.286 0.653 0.433
Se 0.510 -1.940 -0.556 -0.177 -0.131 -0.416 -0.293
O 4.225 -0.459 4.552 -0.960 -1.851 0.094 -0.530
N 1.021 -0.143 4.907 -2.246 1.331 1.502 0.184
N 2.833 0.354 2.870 1.838 0.721 0.041 -0.505
N 2.191 -2.936 4.601 0.276 -0.528 -0.601 -0.351
N 3.295 -2.292 2.130 0.456 0.184 1.248 -0.426
N 0.136 -1.622 2.298 -0.157 0.225 3.403 -0.526
C 1.007 0.632 -4.847 -0.281 0.095 -1.325 0.504
C 4.730 2.521 2.618 1.517 0.147 1.518 -0.414
C -4.526 -0.460 -3.220 1.031 -0.187 0.933 0.540
C -4.312 -1.250 -5.669 1.343 -1.966 1.125 -1.433
C 5.624 3.581 2.743 -0.955 -0.115 -0.132 -0.575
C 0.152 -1.780 1.159 0.561 -0.239 -3.144 0.361
C 0.939 1.438 6.742 -1.331 -0.955 -0.493 -1.021
C -6.425 0.787 -2.551 1.067 0.071 0.314 -0.937
C -0.245 -1.358 -4.121 0.676 1.654 -1.648 0.330
C -1.092 0.858 5.555 -0.620 0.477 1.297 -0.502
C 6.111 1.329 4.194 0.887 0.370 1.273 -0.470
C -2.096 1.864 -3.021 1.539 1.143 1.501 -1.387
C -1.105 0.937 -3.702 -0.744 -0.037 0.304 0.807
C 0.861 -0.741 -4.756 -0.428 -0.497 1.218 -0.880
C -0.373 -0.018 4.820 3.256 0.160 0.177 -0.359
C -5.197 0.206 -2.188 -0.850 0.013 -1.001 0.974
C -6.841 0.852 -3.869 0.694 0.838 -0.136 0.392
C 4.954 1.423 3.438 0.528 -0.213 -0.579 0.506
C -4.719 0.323 -0.761 -0.582 0.801 -1.378 -1.669
C -4.926 -0.502 -4.546 -0.111 1.018 -0.083 0.590
C -8.039 1.695 -4.220 0.467 0.369 -2.542 -1.393
C 6.965 2.416 4.319 0.059 0.188 0.377 -0.451
C 2.166 1.182 -5.660 0.395 0.551 -0.025 -1.541
C 1.626 0.572 5.885 0.603 -0.102 -0.621 -0.090
C 2.898 -3.968 3.808 -1.732 -1.452 1.182 -0.600
C -6.019 0.262 -4.838 -2.301 0.296 -1.789 -0.777
C -0.411 -2.838 -4.224 -0.267 -0.605 -0.385 -1.691
C -1.234 -0.469 -3.631 0.428 -0.428 -0.186 0.650
C -0.465 1.563 6.593 1.885 -0.371 -0.652 -0.019
C 6.652 3.605 3.648 0.468 -2.140 -0.115 -0.613
C 4.027 0.323 3.625 -0.510 2.474 -0.741 0.746
C 3.907 -3.321 2.992 2.192 -0.166 -1.102 -0.478
C -0.002 1.452 -4.348 0.328 -0.562 0.006 -0.671
H 2.159 -4.479 3.178 -0.022 0.283 -0.124 0.341
H 6.269 0.456 4.834 0.025 0.278 -0.474 0.363
H -8.801 1.008 -4.622 -0.087 0.468 0.221 0.334
H -0.784 -0.624 4.092 -0.983 -0.994 -1.342 0.639
H 1.449 1.916 7.564 0.104 0.149 -0.112 0.415
H -3.775 0.886 -0.711 -0.424 -0.111 0.262 0.288
H 2.837 -2.681 5.346 -0.642 0.101 0.415 0.270
H 0.457 -3.323 -4.700 -0.333 0.318 0.187 0.382
H -5.557 0.820 -0.262 0.659 -0.085 0.511 0.379
H -4.722 -2.303 -5.568 0.382 1.071 -0.826 0.297
H -1.324 -3.158 -4.790 0.747 0.420 0.335 0.353
H 5.457 4.447 2.173 -0.274 1.034 -0.756 0.433
H -0.982 2.211 7.260 -0.549 0.355 0.285 0.464
H 1.318 -3.345 4.903 -0.079 0.227 0.742 0.268
H 7.838 2.372 4.986 -0.469 -0.052 -0.383 0.375
H 7.308 4.424 3.719 0.491 1.040 0.155 0.440
H 4.017 -1.689 1.779 0.309 0.221 -0.512 0.248
H -3.046 2.070 -3.478 -0.396 -0.335 -0.337 0.396
H 2.109 1.106 -6.772 -0.602 -0.174 0.831 0.321
H -3.204 -1.359 -5.588 -0.567 0.095 0.161 0.162
H -0.504 -3.247 -3.230 -0.013 -0.491 0.474 0.400
H 1.695 -1.323 -5.101 -0.005 -0.535 -0.313 0.380
H 3.221 -4.782 4.486 0.509 0.532 -0.450 0.412
H 2.722 0.436 5.903 -0.778 0.264 0.324 0.594
H -7.814 2.463 -5.088 -0.264 -1.582 1.710 0.318
H 3.057 0.610 -5.406 0.181 0.141 0.096 0.382
H -6.950 1.339 -1.790 -0.328 0.012 0.134 0.280
H -4.593 -0.669 -0.411 0.252 -0.918 0.936 0.426
H -8.404 2.256 -3.383 -0.283 0.105 0.407 0.373
H 3.866 2.589 2.043 -1.206 0.110 -1.069 0.575
H 0.131 2.496 -4.484 -0.167 0.870 0.141 0.484
H 4.436 -4.081 2.402 -0.106 0.192 -0.100 0.461
H 2.358 2.256 -5.458 -0.128 -0.636 0.071 0.351
H -4.450 -0.777 -6.618 -0.595 -0.036 -0.520 0.425
H 2.827 -2.715 1.371 -0.849 -0.421 -1.379 0.231
H -2.203 1.611 -1.950 -0.432 -0.603 -0.540 0.117
H 4.680 -2.793 3.542 -0.009 -0.104 0.490 0.270
H -1.613 2.851 -2.824 -0.186 -0.465 -0.846 0.402
H -6.350 0.317 -5.923 0.414 0.016 1.442 0.319
```
Forces are in eV/Å.

The calculated total energy comes out at -127656.392 eV. Its orbital gap (spin up / spin down) is 7.889 / 5.661 eV. The HOMO energy (spin up / spin down) comes out at -12.901 / -12.965 eV. As for the expectation value of S²: 8.78. The multiplicity is 6. For the energy relative to the best compared isomer or geometry (same formula, charge and spin), the calculation gives 22.5 kcal/mol. The charge is +2.

=====

Record 4
This record from the OMol25 dataset describes a molecular structure, C47H63BrFeIN2P2Si. The level of theory is ωB97M-V/def2-TZVPD.

The geometry in XYZ format:
```
118
Properties=species:S:1:pos:R:3:forces:R:3:mulliken_charge:R:1
I 3.438 2.283 0.142 0.522 0.028 0.103 0.114
Br 2.189 -0.523 -6.793 -0.005 0.009 0.240 -0.089
Fe 1.330 0.312 0.012 0.452 -0.591 -0.717 1.415
P 0.103 -2.270 0.325 -0.295 -0.301 0.081 0.467
P -0.251 2.326 0.279 -0.832 0.071 -0.116 0.387
Si 1.092 0.131 2.376 -0.102 0.369 0.722 1.785
N 3.621 -0.602 0.361 0.233 0.106 -0.076 0.316
N 1.930 -0.323 -2.140 -0.461 0.372 -0.024 1.577
C -3.736 2.537 -2.165 0.079 0.062 -0.011 -0.867
C -1.713 -2.158 -0.198 0.352 -0.085 0.160 1.122
C -1.516 2.104 -1.074 0.169 0.137 0.133 1.697
C 0.965 -0.928 -4.253 0.007 0.009 -0.112 -0.855
C -1.093 0.975 4.042 -0.085 0.060 0.022 -0.813
C 6.329 -0.892 0.903 -0.104 0.101 -0.011 -0.542
C -4.625 -1.965 0.302 0.074 0.075 -0.191 -1.164
C 0.612 4.892 -0.757 -0.176 0.115 0.045 -0.535
C 4.170 -1.815 0.470 -0.128 -0.008 0.080 -0.270
C 0.135 -5.569 -2.586 0.027 0.019 0.079 -1.060
C -2.227 1.680 4.407 0.027 -0.056 0.061 -0.989
C 1.482 5.832 1.635 -0.158 0.037 -0.021 -0.825
C 0.288 -3.096 4.878 0.018 0.037 0.021 -0.906
C -3.024 2.129 -3.469 0.024 0.098 0.036 -0.666
C 2.425 0.810 3.565 -0.234 -0.220 -0.055 -1.427
C 0.544 -6.173 -1.239 -0.087 0.088 0.005 -1.113
C 0.654 6.863 0.871 0.130 -0.074 -0.064 -0.767
C -2.325 -1.106 0.738 -0.074 0.025 -0.182 -0.749
C 1.545 -3.713 -1.622 -0.119 -0.015 -0.045 -0.922
C 0.055 -2.565 2.142 0.055 0.200 -0.035 -0.105
C -2.615 -3.391 -0.273 -0.118 0.121 -0.195 -0.640
C -3.741 -0.721 0.321 0.013 -0.155 0.108 -0.360
C 5.513 -2.003 0.746 0.084 -0.055 0.028 -0.886
C -2.221 2.759 2.267 -0.042 0.080 -0.055 -0.953
C 0.960 -3.877 -0.210 0.004 0.372 -0.127 -0.118
C 4.425 0.439 0.494 -0.327 0.131 -0.162 0.274
C -0.495 1.142 2.789 0.226 -0.188 0.020 0.760
C 3.141 0.059 -4.169 0.066 -0.064 -0.139 -0.931
C -0.757 2.223 -2.424 -0.105 0.091 0.020 -0.423
C 0.214 -5.228 -0.081 0.046 -0.105 -0.044 -0.757
C 0.934 -0.833 -2.878 0.037 0.082 0.117 -0.326
C 2.089 -0.454 -4.912 -0.023 -0.022 -0.084 -0.443
C -0.356 -4.001 4.048 -0.002 -0.033 -0.027 -1.338
C 5.777 0.374 0.758 0.132 -0.050 0.064 -0.786
C 3.017 0.094 -2.794 0.060 -0.023 0.114 -0.643
C -2.753 2.999 -1.075 -0.140 -0.123 -0.059 -0.881
C -1.082 2.044 1.890 0.113 -0.167 0.001 1.140
C -1.640 2.764 -3.550 -0.064 -0.106 0.028 -1.140
C -2.794 2.578 3.514 -0.034 0.037 -0.050 -1.295
C -0.460 -3.741 2.690 -0.060 -0.071 0.015 -0.572
C 0.486 -4.068 -2.662 0.060 -0.086 0.040 0.204
C -0.048 4.180 0.426 0.301 -0.267 -0.114 0.409
C -4.043 -2.990 -0.667 0.024 -0.045 0.204 -0.832
C 0.730 4.497 1.727 0.100 0.093 -0.044 -0.148
C 0.459 6.413 -0.590 0.069 -0.036 0.099 -0.928
C 0.777 -1.913 4.347 -0.018 -0.128 0.032 -0.418
C 0.646 -1.614 2.988 0.120 0.232 -0.079 0.760
H -2.668 1.537 5.386 0.002 -0.011 -0.010 0.432
H -3.262 2.961 -0.113 0.018 0.031 -0.128 -0.143
H -1.682 -0.228 0.764 0.044 0.069 0.118 -1.485
H 5.913 -3.004 0.834 -0.021 -0.001 0.002 0.496
H 1.709 6.192 2.639 0.056 -0.034 0.000 0.556
H -5.648 -1.711 0.018 -0.007 -0.013 0.036 0.475
H -2.356 -1.507 1.754 0.059 0.016 0.049 0.823
H -0.313 6.983 1.366 -0.002 -0.003 0.014 0.324
H 1.269 -1.204 5.004 -0.020 -0.019 0.006 0.414
H -0.410 1.237 -2.710 0.102 -0.229 -0.068 -0.577
H -3.726 -0.277 -0.681 -0.020 0.042 0.008 -0.047
H 0.486 -5.709 0.857 -0.052 0.046 0.046 0.375
H -2.243 -4.100 -1.014 0.018 -0.017 0.071 -0.113
H 3.838 0.459 -2.190 -0.051 0.078 -0.011 0.270
H 2.823 1.768 3.227 -0.036 0.018 -0.028 0.278
H 2.408 -4.373 -1.748 0.019 0.006 0.016 0.776
H -1.171 2.549 -4.513 -0.002 0.066 0.004 0.523
H -4.033 -2.564 -1.676 -0.013 -0.029 -0.031 0.352
H -1.068 4.567 0.508 0.003 -0.019 0.062 0.617
H -0.663 0.269 4.743 -0.027 0.034 0.027 0.384
H -0.409 -3.469 -2.457 -0.002 -0.002 -0.082 -0.243
H 2.005 0.968 4.562 0.049 -0.007 0.017 0.519
H -4.316 1.692 -1.787 -0.042 0.039 0.018 0.253
H -4.133 0.030 1.012 0.000 0.030 -0.031 0.558
H 0.079 -1.199 -2.321 -0.021 0.072 -0.090 0.007
H 0.036 4.528 2.566 -0.026 -0.061 0.026 0.344
H 0.631 -6.115 -3.390 -0.021 0.020 -0.026 0.351
H -0.764 -4.919 4.451 -0.003 0.005 0.000 0.447
H 1.907 -2.696 -1.758 0.097 -0.102 0.044 0.076
H 4.041 0.417 -4.648 0.001 -0.003 0.018 0.494
H -2.648 -3.887 0.701 0.040 -0.065 -0.002 0.197
H -1.861 1.070 -0.951 0.021 0.052 -0.019 -0.866
H -4.443 3.345 -2.358 -0.028 -0.027 -0.007 0.535
H 7.381 -1.000 1.129 0.003 -0.031 -0.017 0.421
H -2.463 4.037 -1.257 0.014 0.018 0.051 0.377
H -0.863 -5.086 -0.070 0.029 -0.026 0.086 0.106
H 1.449 3.700 1.946 -0.088 -0.020 0.055 -0.492
H 0.136 2.842 -2.320 -0.006 -0.131 -0.056 0.531
H -3.625 2.420 -4.331 -0.021 -0.083 -0.012 0.496
H -0.940 -5.699 -2.735 0.007 -0.036 -0.019 0.349
H -3.677 3.142 3.788 -0.001 -0.009 0.000 0.436
H 1.790 -3.879 0.506 -0.018 -0.010 0.008 0.639
H 0.826 -3.810 -3.667 -0.038 0.036 0.013 0.654
H 0.023 -7.119 -1.086 0.055 -0.030 0.001 0.477
H -0.951 -4.472 2.065 -0.001 -0.005 -0.032 0.501
H -1.671 -1.723 -1.208 -0.029 0.022 0.014 0.321
H 1.672 4.623 -0.797 0.004 -0.036 -0.102 0.151
H 3.258 0.107 3.655 0.021 0.019 -0.006 0.361
H 1.613 -6.397 -1.235 -0.003 -0.044 0.000 0.359
H 2.437 5.695 1.121 0.054 0.004 0.042 0.197
H -4.669 -3.885 -0.698 0.000 0.012 -0.052 0.481
H 1.182 6.911 -1.238 -0.031 0.023 -0.016 0.493
H -4.655 -2.396 1.308 -0.075 0.005 0.014 0.391
H -2.669 3.475 1.590 0.062 0.026 0.130 0.380
H 0.164 4.605 -1.707 0.064 0.038 0.043 0.025
H 6.374 1.271 0.845 -0.002 -0.002 0.018 0.521
H 0.136 -1.360 -4.797 -0.012 0.017 0.023 0.681
H 0.397 -3.306 5.934 0.000 -0.003 -0.006 0.438
H 3.495 -2.650 0.328 0.053 0.000 0.027 0.031
H 1.149 7.834 0.901 -0.075 0.036 0.009 0.441
H -1.738 3.851 -3.476 0.049 0.023 -0.028 0.347
H -2.913 1.040 -3.510 -0.004 0.003 -0.032 0.234
H -0.535 6.707 -0.935 0.020 0.020 -0.045 0.308
```
Forces are in eV/Å.

The calculated total energy comes out at -191724.176 eV. Its orbital gap (spin up / spin down) is 6.369 / 7.774 eV. The HOMO energy (spin up / spin down) comes out at -8.735 / -10.268 eV. As for the expectation value of S²: 6.02. The multiplicity is 5. For the energy relative to the best compared isomer or geometry (same formula, charge and spin), the calculation gives 6.8 kcal/mol. The charge is +1.

=====

Record 5
This record from the OMol25 dataset describes a molecular structure, C9H24ClI2N2P2Pb. The level of theory is ωB97M-V/def2-TZVPD.

The geometry in XYZ format:
```
41
Properties=species:S:1:pos:R:3:forces:R:3:nbo_charge:R:1
Pb 0.002 -0.027 -1.668 -0.007 -0.035 -1.049 0.948
I 0.013 -2.788 -0.067 -0.031 0.215 -0.095 0.246
I -0.016 2.839 -0.280 0.034 -0.162 -0.055 0.257
Cl 0.005 -0.110 -4.279 -0.004 0.064 2.002 -0.399
P -2.727 -0.012 -1.419 -1.790 -0.040 -0.430 1.186
P 2.727 0.007 -1.419 1.778 -0.028 -0.432 1.187
N 0.005 0.021 3.699 0.025 0.015 -1.413 -0.415
N 0.018 0.070 1.214 -0.008 -0.030 0.069 -0.631
C -3.415 -1.486 -2.231 1.194 -0.229 0.097 -0.963
C -3.411 1.397 -2.345 1.208 0.237 0.084 -0.963
C 3.484 0.082 0.230 -1.224 0.004 0.316 -0.960
C -3.484 0.053 0.231 1.232 0.013 0.321 -0.960
C 3.401 1.416 -2.351 -1.194 0.230 0.092 -0.964
C 1.049 -0.687 4.436 0.963 -0.492 -0.196 -0.404
C -1.052 0.685 4.453 -0.976 0.538 -0.106 -0.405
C 3.422 -1.467 -2.227 -1.198 -0.229 0.098 -0.964
C 0.011 0.051 2.391 0.014 -0.056 1.051 0.623
H 4.577 0.081 0.123 -0.239 -0.006 -0.158 0.310
H 1.044 -1.755 4.163 0.029 0.371 0.247 0.226
H -4.488 1.244 -2.479 0.196 -0.061 0.095 0.306
H 3.215 -2.341 -1.594 0.234 0.132 -0.241 0.272
H -3.210 -2.360 -1.596 -0.226 0.130 -0.241 0.273
H 3.145 -0.788 0.809 0.268 0.197 -0.054 0.269
H -2.028 0.243 4.199 0.287 0.189 0.232 0.225
H 3.138 0.997 0.728 0.270 -0.191 -0.019 0.272
H -2.905 -1.617 -3.195 -0.310 -0.061 0.081 0.287
H -0.848 0.539 5.516 -0.146 0.112 -0.287 0.256
H 3.197 2.335 -1.785 0.225 -0.143 -0.229 0.273
H -3.205 2.316 -1.780 -0.231 -0.145 -0.227 0.272
H 2.917 -1.598 -3.194 0.310 -0.058 0.085 0.287
H -4.493 -1.342 -2.375 0.200 0.066 0.087 0.306
H -4.578 0.052 0.124 0.241 -0.006 -0.163 0.310
H 4.500 -1.321 -2.365 -0.202 0.061 0.086 0.306
H 2.884 1.467 -3.318 0.308 0.065 0.068 0.287
H -2.899 1.451 -3.315 -0.307 0.064 0.070 0.287
H -1.061 1.760 4.216 -0.042 -0.341 0.226 0.228
H -3.144 -0.819 0.804 -0.267 0.194 -0.046 0.271
H 4.479 1.265 -2.491 -0.194 -0.059 0.092 0.306
H 2.033 -0.250 4.197 -0.327 -0.219 0.259 0.226
H 0.838 -0.570 5.501 0.178 -0.113 -0.290 0.256
H -3.140 0.966 0.735 -0.272 -0.194 -0.026 0.270
```
Forces are in eV/Å.

The calculated total energy comes out at -65222.791 eV. Its orbital gap (spin up / spin down) is 5.530 / 5.513 eV. The HOMO energy (spin up / spin down) comes out at -18.445 / -18.427 eV. The charge is +3.